(1)
A molecular structure, C41H66FHfN3O3P2Si4 in a non-equilibrium geometry. Source: the Open Molecules 2025 dataset; level of theory: ωB97M-V/def2-TZVPD.

Positions of all 121 atoms, in Å:
Hf1 -0.073 0.245 -0.213
C1 5.557 0.529 4.530
C2 4.449 -0.218 5.267
C3 4.139 0.473 6.587
C4 3.016 -0.245 7.317
C5 1.798 -0.295 6.441
C6 0.539 -0.295 6.992
C7 -0.593 -0.324 6.176
F1 -1.795 -0.307 6.746
C8 -0.492 -0.368 4.817
C9 0.782 -0.384 4.231
C10 0.913 -0.457 2.808
O1 -0.093 -0.416 2.002
C11 2.226 -0.562 2.304
C12 3.314 -0.462 3.124
N1 3.203 -0.325 4.447
C13 1.945 -0.329 5.037
C14 2.140 -0.540 0.816
O2 1.907 -1.545 0.144
O3 1.952 0.646 0.310
H1 6.336 0.776 5.249
H2 5.183 1.460 4.102
H3 6.030 -0.064 3.748
H4 4.777 -1.240 5.477
H5 3.855 1.511 6.395
H6 5.043 0.478 7.192
H7 2.780 0.259 8.253
H8 3.326 -1.263 7.572
H9 0.415 -0.276 8.067
H10 -1.373 -0.402 4.193
H11 4.311 -0.496 2.714
C15 -0.430 -0.339 -4.413
P1 0.671 -0.565 -2.962
C16 0.739 -2.414 -2.960
N2 1.301 -2.962 -4.006
C17 1.295 -4.303 -4.136
C18 1.923 -4.922 -5.239
C19 1.828 -6.275 -5.388
C20 1.119 -7.064 -4.451
C21 0.536 -6.499 -3.354
C22 0.627 -5.103 -3.166
N3 0.095 -4.522 -2.073
C23 0.149 -3.219 -1.948
P2 -0.540 -2.540 -0.381
C24 -0.149 -3.888 0.777
C25 -2.405 -2.630 -0.617
C26 -2.939 -4.051 -0.772
C27 -3.007 -1.946 0.616
C28 -2.732 -1.798 -1.861
C29 2.346 0.048 -3.588
C30 2.628 -0.246 -5.060
C31 2.307 1.571 -3.394
C32 3.426 -0.565 -2.695
H12 -0.040 -0.928 -5.240
H13 -0.467 0.715 -4.689
H14 -1.439 -0.675 -4.180
H15 2.459 -4.306 -5.949
H16 2.292 -6.761 -6.236
H17 1.050 -8.131 -4.611
H18 0.007 -7.094 -2.621
H19 -0.434 -4.824 0.308
H20 -0.680 -3.738 1.716
H21 0.924 -3.883 0.966
H22 -2.878 -4.600 0.167
H23 -2.389 -4.603 -1.532
H24 -3.989 -4.018 -1.073
H25 -2.815 -2.511 1.530
H26 -4.090 -1.858 0.508
H27 -2.600 -0.932 0.747
H28 -2.369 -2.298 -2.761
H29 -2.295 -0.786 -1.808
H30 -3.813 -1.676 -1.956
H31 1.940 0.285 -5.718
H32 2.587 -1.306 -5.281
H33 3.634 0.113 -5.287
H34 1.595 2.035 -4.078
H35 3.292 1.990 -3.604
H36 2.038 1.839 -2.371
H37 3.486 -1.645 -2.829
H38 3.239 -0.355 -1.643
H39 4.399 -0.141 -2.951
C33 -0.756 5.739 0.628
Si1 -0.174 3.957 0.497
C34 0.273 3.292 2.221
C35 1.411 3.962 -0.541
Si2 -1.718 2.363 -0.399
Si3 -3.590 2.202 1.080
C36 -4.984 1.281 0.199
C37 -4.174 3.914 1.601
C38 -3.089 1.234 2.637
Si4 -2.522 3.022 -2.546
C39 -3.749 4.430 -2.307
C40 -1.088 3.602 -3.629
C41 -3.445 1.583 -3.355
H40 0.047 6.368 1.019
H41 -1.618 5.847 1.289
H42 -1.035 6.134 -0.351
H43 0.997 3.943 2.718
H44 0.723 2.300 2.154
H45 -0.604 3.220 2.868
H46 2.138 4.658 -0.114
H47 1.225 4.283 -1.568
H48 1.889 2.985 -0.568
H49 -5.380 1.865 -0.635
H50 -5.809 1.111 0.895
H51 -4.672 0.309 -0.189
H52 -4.342 4.572 0.745
H53 -3.452 4.401 2.259
H54 -5.118 3.839 2.146
H55 -2.182 0.650 2.484
H56 -3.885 0.551 2.943
H57 -2.909 1.913 3.473
H58 -3.318 5.257 -1.739
H59 -4.648 4.097 -1.784
H60 -4.066 4.825 -3.275
H61 -0.522 4.398 -3.140
H62 -1.457 3.998 -4.577
H63 -0.395 2.789 -3.852
H64 -4.207 1.185 -2.682
H65 -2.790 0.759 -3.645
H66 -3.956 1.926 -4.257

Calculated values
Charge: +2
Orbital gap in eV: 7.11
Spin multiplicity: 1

---

(2)
10 unconnected molecules or ions with the total composition C41H66NO29P in a non-equilibrium geometry. Source: the Open Molecules 2025 dataset; level of theory: ωB97M-V/def2-TZVPD.

Positions of all 138 atoms, in Å:
C1 -0.288 -6.865 1.452
C2 -1.180 -7.374 0.353
C3 -0.822 -6.901 -1.039
O1 -2.103 -6.895 -1.695
C4 -3.048 -6.706 -0.748
O2 -4.173 -6.393 -0.974
O3 -2.520 -6.846 0.485
H1 -0.362 -5.778 1.526
H2 -0.578 -7.280 2.417
H3 0.741 -7.145 1.233
H4 -1.250 -8.464 0.379
H5 -0.128 -7.554 -1.558
H6 -0.434 -5.878 -1.039
C5 2.589 -4.600 1.236
C6 3.417 -3.742 2.152
C7 4.828 -3.461 1.681
O4 5.531 -3.287 2.919
C8 4.877 -3.996 3.871
O5 5.298 -4.225 4.955
O6 3.676 -4.413 3.402
H7 3.024 -5.596 1.147
H8 1.579 -4.720 1.629
H9 2.522 -4.150 0.247
H10 2.897 -2.808 2.380
H11 4.916 -2.568 1.069
H12 5.261 -4.312 1.151
C9 2.806 2.336 0.489
C10 1.452 2.337 1.143
C11 0.928 0.970 1.519
O7 -0.495 1.148 1.408
C12 -0.719 2.142 0.521
O8 -1.788 2.417 0.075
O9 0.429 2.773 0.216
H13 2.769 1.773 -0.441
H14 3.104 3.355 0.247
H15 3.562 1.906 1.146
H16 1.418 3.023 1.994
H17 1.190 0.654 2.525
H18 1.234 0.207 0.799
C13 0.293 5.247 -4.625
C14 0.764 4.564 -3.370
C15 2.262 4.584 -3.139
O10 2.466 3.380 -2.383
C16 1.473 2.517 -2.711
O11 1.465 1.363 -2.410
O12 0.521 3.138 -3.422
H19 0.700 4.746 -5.504
H20 -0.792 5.226 -4.695
H21 0.612 6.289 -4.626
H22 0.235 4.951 -2.496
H23 2.607 5.445 -2.572
H24 2.826 4.508 -4.072
C17 -2.372 4.728 2.236
C18 -3.472 5.746 2.162
C19 -3.604 6.448 0.828
O13 -4.151 7.724 1.207
C20 -3.769 7.978 2.479
O14 -3.893 9.025 3.028
O15 -3.222 6.877 3.035
H25 -1.401 5.206 2.090
H26 -2.354 4.247 3.209
H27 -2.509 3.961 1.475
H28 -4.427 5.310 2.469
H29 -4.267 5.948 0.129
H30 -2.635 6.614 0.354
C21 5.311 -6.550 2.743
C22 4.969 -7.383 1.536
C23 5.160 -6.701 0.198
O16 4.176 -7.353 -0.619
C24 3.189 -7.784 0.192
O17 2.131 -8.185 -0.179
O18 3.556 -7.681 1.486
H31 4.660 -5.677 2.802
H32 5.182 -7.124 3.659
H33 6.347 -6.217 2.687
H34 5.501 -8.338 1.559
H35 6.150 -6.834 -0.230
H36 4.921 -5.636 0.244
C25 -6.175 8.397 -1.589
C26 -5.148 8.671 -2.653
C27 -5.544 8.313 -4.070
O19 -4.276 8.005 -4.669
C28 -3.446 7.586 -3.688
O20 -2.387 7.077 -3.865
O21 -3.991 7.825 -2.475
H37 -6.383 7.328 -1.529
H38 -5.798 8.716 -0.618
H39 -7.106 8.926 -1.794
H40 -4.806 9.708 -2.601
H41 -6.027 9.122 -4.610
H42 -6.171 7.419 -4.108
C29 2.710 -5.002 -4.134
C30 3.849 -4.576 -5.021
C31 3.672 -4.861 -6.498
O22 5.026 -5.018 -6.944
C32 5.763 -5.437 -5.887
O23 6.877 -5.840 -5.957
O24 5.048 -5.331 -4.744
H43 2.587 -6.086 -4.176
H44 2.901 -4.727 -3.102
H45 1.783 -4.524 -4.443
H46 4.085 -3.520 -4.862
H47 3.188 -4.057 -7.045
H48 3.137 -5.798 -6.671
C33 -1.514 6.737 8.552
C34 -1.169 6.251 7.169
C35 -2.344 6.073 6.231
O25 -1.876 5.028 5.365
C36 -0.974 4.289 6.051
O26 -0.538 3.247 5.680
O27 -0.638 4.908 7.203
H49 -2.144 6.010 9.064
H50 -0.614 6.876 9.149
H51 -2.041 7.689 8.493
H52 -0.409 6.889 6.712
H53 -2.586 6.958 5.648
H54 -3.237 5.719 6.751
C37 -2.936 -0.828 0.404
C38 -2.535 -0.749 -1.098
P1 -1.945 -2.252 -1.932
C39 -3.336 -3.430 -1.970
C40 -4.494 -3.287 -0.982
N1 -0.810 -2.917 -0.761
C41 0.479 -2.939 -1.269
O28 0.840 -3.705 -2.136
O29 1.363 -2.032 -0.712
H55 -2.914 -1.843 0.802
H56 -2.263 -0.206 0.996
H57 -3.938 -0.414 0.515
H58 -3.370 -0.361 -1.681
H59 -1.704 -0.048 -1.213
H60 -3.717 -3.358 -2.993
H61 -2.887 -4.422 -1.882
H62 -4.240 -3.683 0.003
H63 -5.325 -3.905 -1.335
H64 -4.870 -2.267 -0.899
H65 -0.844 -2.444 0.139
H66 1.391 -1.287 -1.335

Calculated values
Orbital gap in eV: 8.56
Spin multiplicity: 1

---

(3)
8 unconnected molecules or ions with the total composition C41H67BrO16S7 in a non-equilibrium geometry. Source: the Open Molecules 2025 dataset; level of theory: ωB97M-V/def2-TZVPD.

Positions of all 132 atoms, in Å:
O1 -6.050 -1.746 1.281
C1 -5.293 -2.021 0.380
C2 -5.424 -3.318 -0.488
C3 -5.158 -3.260 -1.819
C4 -4.739 -1.887 -2.447
O2 -5.085 -1.529 -3.545
C5 -3.858 -1.000 -1.505
C6 -2.810 -0.144 -2.040
C7 -1.989 0.632 -1.088
C8 -0.842 1.505 -1.685
C9 -0.102 0.664 -2.816
C10 1.250 1.317 -3.274
Br1 2.816 0.718 -2.207
C11 -2.266 0.518 0.338
C12 -3.324 -0.321 0.905
C13 -4.121 -1.082 -0.052
H1 -5.690 -4.296 -0.031
H2 -5.213 -4.178 -2.450
H3 -2.647 -0.122 -3.137
H4 -1.198 2.484 -2.102
H5 -0.089 1.753 -0.886
H6 0.144 -0.341 -2.380
H7 -0.736 0.529 -3.731
H8 1.455 0.944 -4.316
H9 1.210 2.438 -3.360
H10 -1.613 1.090 1.033
H11 -3.518 -0.421 1.996
O3 5.276 2.762 -1.585
S1 6.363 1.833 -1.767
O4 6.401 0.554 -1.100
C14 6.604 1.579 -3.518
C15 7.582 2.674 -3.926
C16 8.643 2.719 -2.821
C17 7.906 2.698 -1.478
H12 5.647 1.641 -4.036
H13 7.043 0.589 -3.654
H14 8.024 2.473 -4.903
H15 7.065 3.636 -3.981
H16 9.289 1.840 -2.901
H17 9.279 3.601 -2.907
H18 8.476 2.172 -0.713
H19 7.668 3.706 -1.136
O5 -0.266 2.942 1.311
S2 0.739 3.666 2.061
O6 0.487 4.975 2.611
C18 1.356 2.600 3.354
C19 2.510 1.847 2.702
C20 3.279 2.889 1.886
C21 2.251 3.707 1.101
H20 0.560 1.946 3.708
H21 1.711 3.235 4.168
H22 3.145 1.367 3.446
H23 2.122 1.070 2.035
H24 3.832 3.545 2.564
H25 4.004 2.423 1.217
H26 2.570 4.740 0.975
H27 2.046 3.260 0.127
O7 2.939 3.389 -5.298
S3 2.767 3.765 -6.680
O8 3.676 3.329 -7.714
C22 1.097 3.365 -7.172
C23 0.293 4.612 -6.822
C24 1.153 5.800 -7.266
C25 2.579 5.545 -6.769
H28 0.760 2.473 -6.646
H29 1.101 3.188 -8.248
H30 -0.680 4.611 -7.314
H31 0.127 4.660 -5.742
H32 1.149 5.864 -8.357
H33 0.766 6.745 -6.881
H34 3.323 5.951 -7.453
H35 2.734 5.950 -5.769
O9 2.448 2.768 6.716
S4 3.357 1.653 6.609
O10 4.293 1.527 5.518
C26 4.240 1.491 8.153
C27 3.357 0.581 8.999
C28 2.883 -0.531 8.058
C29 2.416 0.134 6.760
H36 4.395 2.473 8.596
H37 5.201 1.019 7.939
H38 3.900 0.181 9.856
H39 2.495 1.139 9.374
H40 3.715 -1.208 7.846
H41 2.085 -1.125 8.504
H42 2.608 -0.495 5.892
H43 1.359 0.396 6.802
O11 -7.447 -3.616 5.430
S5 -6.586 -2.571 5.933
O12 -5.361 -2.862 6.640
C30 -6.232 -1.436 4.601
C31 -7.362 -0.416 4.665
C32 -7.555 -0.100 6.151
C33 -7.574 -1.433 6.905
H44 -6.193 -1.974 3.656
H45 -5.268 -0.969 4.809
H46 -7.125 0.479 4.088
H47 -8.279 -0.848 4.257
H48 -6.720 0.511 6.505
H49 -8.471 0.465 6.329
H50 -7.142 -1.341 7.900
H51 -8.583 -1.839 6.975
O13 2.371 -0.251 -8.156
S6 3.464 -1.178 -8.330
O14 3.503 -2.454 -7.659
C34 3.713 -1.436 -10.080
C35 4.690 -0.339 -10.486
C36 5.745 -0.288 -9.376
C37 5.002 -0.307 -8.037
H52 2.759 -1.378 -10.602
H53 4.154 -2.425 -10.211
H54 5.137 -0.541 -11.460
H55 4.171 0.622 -10.545
H56 6.394 -1.165 -9.451
H57 6.378 0.596 -9.462
H58 5.570 -0.829 -7.268
H59 4.759 0.702 -7.699
O15 -6.024 -9.079 7.579
S7 -6.237 -8.747 6.191
O16 -5.371 -9.237 5.145
C38 -7.930 -9.132 5.770
C39 -8.699 -7.858 6.102
C40 -7.833 -6.703 5.588
C41 -6.396 -6.968 6.045
H60 -8.266 -9.998 6.337
H61 -7.967 -9.346 4.700
H62 -9.689 -7.857 5.644
H63 -8.827 -7.771 7.185
H64 -7.874 -6.676 4.496
H65 -8.188 -5.741 5.951
H66 -5.670 -6.600 5.323
H67 -6.201 -6.531 7.024

Calculated values
Orbital gap in eV: 8.48
Spin multiplicity: 1

---

| no. | E_LUMO (eV) |
| --- | --- |
| 1 | -5.83 |
| 2 | 0.17 |
| 3 | -0.54 |